(1)
{"formula": "C20H45BIO9S2", "method": "ωB97M-V with the def2-TZVPD basis set", "symbols": ["C", "C", "C", "C", "O", "B", "I", "C", "C", "C", "C", "C", "O", "C", "C", "C", "C", "C", "O", "H", "H", "H", "H", "H", "H", "H", "H", "H", "H", "H", "H", "H", "H", "H", "H", "H", "H", "H", "H", "H", "H", "H", "H", "H", "H", "H", "H", "H", "O", "S", "O", "O", "C", "C", "C", "H", "H", "H", "H", "H", "H", "H", "H", "O", "S", "O", "O", "C", "C", "C", "H", "H", "H", "H", "H", "H", "H", "H"], "xyz": [[-1.03226, 0.78530, 4.65116], [-1.19896, -0.65602, 4.14246], [-1.79896, -0.65385, 2.72680], [-0.74406, -0.66748, 1.63076], [-0.12267, 0.58638, 1.56847], [1.18614, 0.64324, 0.93014], [2.70507, -0.34953, 2.40962], [1.32630, -0.20722, -0.45360], [0.20691, -0.05499, -1.52999], [-0.59152, 1.24276, -1.56577], [0.08156, 2.46137, -2.25256], [-0.93378, 3.60903, -2.20855], [-0.67209, 4.53556, -1.16918], [-1.72494, 4.73146, -0.24331], [-1.46646, 4.06962, 1.09964], [1.59274, 2.23307, 0.87305], [2.88481, 2.42996, 0.16890], [3.60321, 3.90518, 0.43229], [3.98605, 2.42591, 0.87651], [-0.08361, 1.21251, 4.33168], [-1.06477, 0.81271, 5.74405], [-1.83887, 1.42311, 4.29264], [-0.26375, -1.21170, 4.14410], [-1.92603, -1.12943, 4.80476], [-2.43694, 0.21785, 2.56579], [-2.44659, -1.52248, 2.56724], [-0.05024, -1.50334, 1.77224], [-1.28357, -0.86810, 0.68952], [2.29570, -0.07438, -0.94128], [1.33003, -1.26526, -0.17377], [-0.45936, -0.91526, -1.44355], [0.67143, -0.16740, -2.51638], [-1.46265, 1.04340, -2.20423], [-1.01161, 1.53040, -0.60178], [0.29563, 2.17915, -3.28375], [1.01462, 2.73702, -1.76933], [-0.92122, 4.15235, -3.16240], [-1.93063, 3.16726, -2.13786], [-2.70705, 4.46153, -0.64066], [-1.76409, 5.80891, -0.04603], [-0.53269, 4.43574, 1.52031], [-1.45631, 2.98214, 1.04392], [-2.25976, 4.36562, 1.79216], [1.84388, 2.60847, 1.86404], [0.87032, 2.85161, 0.34671], [2.96787, 2.05326, -0.85120], [3.71240, 3.97374, -0.70006], [4.64014, 4.21882, 0.57602], [-1.15547, -3.74952, 5.75008], [-1.19901, -4.60166, 4.60436], [-1.86394, -4.19897, 3.40687], [-1.76818, -6.02674, 5.05696], [-3.04812, -6.05035, 5.71282], [-4.20229, -5.80854, 4.75905], [0.43181, -5.11616, 4.19792], [-3.05373, -5.32943, 6.53263], [-3.13208, -7.04326, 6.15176], [-4.17350, -4.80083, 4.34831], [-5.15214, -5.93548, 5.28033], [-4.15911, -6.50466, 3.92127], [0.93274, -5.45354, 5.10070], [0.93910, -4.24742, 3.77943], [0.37446, -5.90967, 3.45781], [0.69440, 0.28827, -5.11484], [1.69819, -0.43833, -5.82014], [3.06626, -0.39372, -5.41401], [1.60083, -0.09542, -7.37506], [1.70165, 1.29117, -7.75705], [3.11507, 1.82927, -7.65067], [1.20138, -2.12203, -5.93566], [1.00496, 1.88631, -7.16380], [1.36573, 1.33224, -8.79164], [3.45529, 1.85188, -6.61691], [3.15894, 2.84551, -8.04376], [3.80778, 1.19996, -8.20975], [0.17062, -2.16518, -6.27541], [1.29360, -2.54413, -4.93709], [1.86543, -2.63756, -6.62425]], "forces_ev_per_a": [[0.495, -0.277, 0.354], [-1.142, 0.903, -0.275], [0.369, -0.560, -0.155], [-1.045, 0.200, -0.298], [0.671, -0.373, -0.110], [-1.094, 0.873, -0.621], [0.479, -0.453, 0.483], [-0.285, -0.320, -0.028], [0.690, 0.100, 0.186], [-0.118, -0.009, -0.755], [-0.799, -0.667, 0.559], [0.638, 0.093, -0.719], [-0.486, -0.347, -0.019], [0.252, 0.669, 0.658], [-0.333, 0.015, -0.025], [0.991, -0.489, -0.207], [-1.359, -0.171, 1.781], [0.587, 0.153, -1.632], [1.125, -0.480, -1.105], [-0.022, 0.089, -0.123], [0.109, 0.023, 0.026], [-0.042, 0.013, -0.082], [0.067, -0.014, 0.170], [0.201, -0.330, 0.069], [0.020, 0.128, 0.098], [0.117, -0.137, 0.130], [0.204, 0.125, 0.168], [0.177, -0.003, -0.116], [0.122, 0.190, 0.162], [0.071, -0.049, -0.010], [-0.273, 0.149, 0.107], [-0.064, 0.009, -0.041], [-0.108, -0.030, 0.047], [0.285, -0.088, 0.225], [0.079, 0.066, -0.070], [0.025, 0.199, -0.018], [0.078, 0.140, 0.039], [-0.125, 0.138, 0.256], [0.085, -0.226, -0.232], [-0.045, 0.064, -0.181], [0.154, -0.169, -0.056], [0.176, -0.046, 0.046], [-0.074, -0.044, -0.004], [-0.675, 0.189, 0.167], [-0.381, -0.082, 0.274], [0.089, 0.312, -0.276], [0.560, -0.424, 0.167], [-0.439, 0.869, 1.022], [-0.272, 0.109, 0.068], [0.475, -0.246, -0.082], [-0.188, 0.172, 0.026], [0.077, -0.124, -0.046], [-0.472, 0.054, 0.184], [0.063, 0.146, -0.154], [0.058, -0.055, -0.010], [0.114, 0.068, -0.065], [0.212, -0.043, -0.055], [0.007, 0.006, 0.024], [0.037, -0.068, 0.054], [-0.023, -0.045, 0.033], [-0.015, 0.014, 0.014], [-0.047, 0.052, 0.019], [-0.024, 0.013, -0.015], [-0.006, 0.417, 0.053], [-0.075, -0.680, -0.204], [0.057, 0.204, 0.111], [-0.004, -0.032, -0.050], [0.090, 0.542, -0.090], [0.104, -0.121, 0.180], [-0.002, -0.089, -0.082], [-0.007, -0.118, 0.102], [-0.066, -0.224, 0.013], [-0.024, 0.019, 0.005], [-0.068, -0.018, -0.061], [-0.018, 0.028, -0.056], [-0.004, 0.022, 0.008], [0.000, 0.066, 0.033], [0.016, 0.011, 0.006]], "mulliken_charge": [-1.25, 0.10, -1.05, -0.39, 0.19, -0.30, -0.32, -0.93, -0.24, -0.30, 0.07, -0.71, -0.36, -0.45, -0.67, 0.00, 0.30, -1.34, -0.48, 0.13, 0.40, 0.29, 0.13, 0.17, 0.33, 0.41, 0.36, 0.00, 0.52, 0.25, 0.42, -0.32, 0.50, 0.01, 0.19, -0.07, 0.37, 0.36, 0.30, 0.35, 0.20, -0.01, 0.53, 0.44, -0.36, 0.61, 0.22, 0.40, -0.66, 1.34, -0.57, -0.33, -0.36, -0.96, -0.98, 0.33, 0.28, 0.28, 0.38, 0.25, 0.33, 0.34, 0.33, -0.58, 1.25, -0.65, -0.29, -0.33, -0.98, -1.04, 0.32, 0.27, 0.30, 0.39, 0.26, 0.31, 0.38, 0.36], "total_charge": -1}

(2)
{"formula": "C12H42BN4O7", "method": "ωB97M-V with the def2-TZVPD basis set", "symbols": ["B", "H", "H", "H", "H", "C", "O", "N", "N", "H", "H", "H", "H", "C", "O", "N", "N", "H", "H", "H", "H", "C", "C", "O", "H", "H", "H", "H", "H", "H", "C", "C", "O", "H", "H", "H", "H", "H", "H", "C", "C", "O", "H", "H", "H", "H", "H", "H", "C", "C", "O", "H", "H", "H", "H", "H", "H", "C", "C", "O", "H", "H", "H", "H", "H", "H"], "xyz": [[0.37547, -0.38193, -0.47675], [0.06900, -1.19902, 0.28194], [-0.50878, 0.35316, -0.58957], [1.30358, 0.22187, -0.14542], [0.69730, -0.89616, -1.45947], [2.28701, -0.63149, 3.74097], [3.13053, -0.75351, 4.63844], [1.37817, 0.38576, 3.69401], [2.21664, -1.47282, 2.67691], [1.44406, 1.09992, 4.39438], [0.94981, 0.62547, 2.79645], [2.87949, -2.18579, 2.44254], [1.41121, -1.39313, 2.08514], [-1.53722, 3.21517, -4.29357], [-1.53656, 4.26932, -4.93333], [-1.19008, 2.01238, -4.84544], [-1.94622, 3.11514, -2.99537], [-0.85769, 1.98448, -5.78748], [-1.20495, 1.17665, -4.24746], [-2.48145, 3.82395, -2.54025], [-1.74446, 2.22731, -2.56901], [3.58581, -2.68794, -0.94912], [2.26802, -3.27686, -1.43007], [1.32070, -3.24974, -0.40160], [4.32757, -2.79510, -1.75348], [3.90440, -3.13134, -0.00941], [3.56973, -1.59547, -0.89324], [2.39589, -4.31922, -1.74576], [1.88372, -2.79265, -2.33939], [0.95198, -2.34804, -0.25347], [-2.36006, 2.36127, 1.33185], [-1.38382, 1.41374, 2.02916], [-0.07423, 1.76612, 1.60771], [-2.15018, 3.38435, 1.62645], [-3.37726, 2.07446, 1.63110], [-2.32860, 2.17365, 0.25912], [-1.55447, 0.34752, 1.83958], [-1.50592, 1.47754, 3.11785], [0.12946, 1.13524, 0.87336], [-3.29386, -0.30907, -2.11904], [-2.44878, -0.95659, -3.21863], [-1.16446, -0.31246, -3.33281], [-2.78159, -0.03657, -1.20300], [-4.09280, -1.00831, -1.87507], [-3.76689, 0.60301, -2.49559], [-2.94585, -0.87967, -4.18488], [-2.28188, -1.99912, -2.93021], [-0.75783, -0.42340, -2.43912], [-3.95356, -1.66354, 1.56493], [-2.85355, -2.74446, 1.41711], [-2.10038, -2.57571, 0.22683], [-4.52615, -1.93763, 2.45539], [-4.65452, -1.55026, 0.73999], [-3.47513, -0.68641, 1.63696], [-3.35408, -3.71167, 1.40213], [-2.21256, -2.63154, 2.29460], [-1.38607, -1.93469, 0.39591], [4.68751, 2.07681, 2.40703], [3.90325, 2.60674, 1.21643], [3.65590, 1.48278, 0.32352], [4.93569, 2.91483, 3.06950], [5.64171, 1.58807, 2.19180], [4.21598, 1.30167, 3.01707], [4.25680, 3.49008, 0.68988], [2.87275, 2.88539, 1.46970], [3.14279, 0.87749, 0.87129]], "forces_ev_per_a": [[0.193, 0.288, -0.182], [-0.360, -0.892, 1.454], [-1.352, 0.862, -0.392], [1.165, 0.615, 0.728], [0.123, -0.562, -1.376], [1.466, -0.058, 0.816], [-0.650, 0.135, -0.494], [-0.366, -0.333, -0.417], [-0.707, 0.100, -0.468], [0.122, -0.006, 0.002], [0.110, 0.313, 0.547], [0.161, 0.041, 0.453], [0.002, -0.110, -0.426], [-0.253, 0.642, -1.334], [-0.089, -0.392, 0.437], [-0.214, 0.037, 0.888], [0.463, -0.717, -0.076], [0.129, 0.140, -0.014], [0.274, 0.156, -0.623], [0.151, 0.185, -0.001], [-0.347, 0.134, 0.540], [0.288, 0.589, -1.446], [0.046, 0.183, -0.033], [-0.605, -0.219, 0.610], [0.224, -0.570, 0.326], [0.123, -0.047, -0.059], [-0.515, -0.035, 0.565], [0.064, -0.049, 0.372], [0.184, 0.347, 0.176], [0.470, -0.670, -0.561], [-0.660, -1.488, 0.437], [-0.167, 0.367, -0.114], [0.224, -0.800, 0.155], [0.015, 0.101, -0.266], [-0.013, 0.334, 0.095], [0.271, 0.436, -0.093], [-0.223, 0.152, -0.430], [0.403, 0.382, -0.023], [0.127, 0.709, 0.158], [-0.812, 0.182, -0.787], [0.666, 0.327, 1.079], [-0.470, -0.463, 0.677], [0.436, -0.344, 0.019], [-0.122, 0.026, 0.206], [0.028, 0.026, -0.012], [0.058, -0.117, 0.007], [-0.063, -0.056, -0.341], [0.204, 0.232, -0.666], [0.431, -0.299, 0.054], [-0.706, 1.271, -0.571], [-0.112, -0.130, 0.289], [-0.014, 0.479, 0.121], [0.085, -0.533, -0.278], [-0.095, 0.053, 0.447], [0.372, -0.228, -0.036], [0.047, -0.423, 0.088], [-0.220, -0.253, -0.242], [0.789, 0.820, 0.688], [-1.660, -1.937, -0.008], [0.709, 0.755, -0.150], [-0.073, -0.114, 0.168], [0.028, 0.353, -0.730], [-0.720, 0.299, -0.214], [0.790, -0.434, -0.208], [0.234, 0.383, 0.788], [-0.088, -0.177, -0.320]], "mulliken_charge": [3.72, -1.25, -0.48, -0.45, -0.30, 0.41, -0.70, -0.22, -0.13, 0.21, 0.21, 0.14, -0.08, 0.49, -0.71, -0.26, -0.23, 0.18, 0.37, 0.17, 0.11, -0.80, -0.18, -0.60, 0.39, 0.19, 0.13, 0.35, 0.16, -0.07, -0.84, 0.11, -0.68, 0.39, 0.37, -0.09, -0.12, 0.42, -0.20, -0.81, -0.32, -0.74, -0.07, 0.35, 0.40, 0.37, 0.34, -0.32, -0.68, -0.25, -0.49, 0.39, 0.24, -0.02, 0.36, 0.27, -0.01, -0.85, -0.06, -0.50, 0.35, 0.26, 0.16, 0.35, 0.08, 0.10], "total_charge": -1}

(3)
{"formula": "C4H11N3", "method": "ωB97M-V with the def2-TZVPD basis set", "symbols": ["C", "N", "C", "N", "C", "C", "N", "H", "H", "H", "H", "H", "H", "H", "H", "H", "H", "H"], "xyz": [[0.22621, 1.91399, 0.08393], [0.62504, 0.65039, 0.52380], [1.09506, -0.21649, -0.61297], [0.51618, -1.47636, -0.64791], [-0.84017, -1.44716, -1.09032], [-0.47258, -1.52440, 0.42682], [-0.60263, -0.21618, 1.20966], [-0.58292, 1.79754, -0.60941], [-0.40204, 2.51121, 0.84981], [1.03674, 2.62117, -0.24175], [1.34424, 0.58551, 1.17966], [2.18207, -0.22642, -0.51511], [0.76256, 0.28926, -1.51810], [-1.14035, -2.29737, -1.73592], [-1.18688, -0.51092, -1.56161], [-0.57661, -2.50354, 0.93623], [-1.50989, 0.25674, 1.08164], [-0.47404, -0.20695, 2.24154]], "forces_ev_per_a": [[-2.600, 4.818, 1.242], [-2.705, -2.940, 0.274], [1.402, 1.050, -1.973], [-0.086, -0.703, 1.820], [-0.693, -0.036, -0.185], [-1.247, -1.753, -1.716], [1.834, 0.319, -1.325], [0.217, -0.207, -1.307], [1.631, -0.894, -0.293], [-0.453, -1.129, 0.114], [1.493, 0.441, 2.136], [0.042, -0.123, -0.070], [0.653, 0.408, -0.035], [-0.044, 0.181, 1.156], [-0.050, -0.186, 0.712], [0.032, 1.148, 0.384], [0.180, 0.226, -0.608], [0.393, -0.619, -0.327]], "mulliken_charge": [-0.85, 0.05, -0.60, -0.12, -0.49, 0.02, -0.16, 0.44, 0.34, 0.38, 0.40, 0.39, 0.50, 0.28, 0.22, 0.40, 0.41, 0.38], "total_charge": 2, "smiles": "C[N@@H+]1CN2C[C@@H]2[NH2+]1"}

no.,HOMO-LUMO gap (eV),LUMO energy (eV)
1,6.574,2.0
2,9.989,2.8
3,9.002,-10.4